(1)
# C3H2ClNO

One molecule with the formula C3H2ClNO in a non-equilibrium geometry (ωB97M-V/def2-TZVPD, OMol25).

The geometry in XYZ format:
```
8
Properties=species:S:1:pos:R:3:nbo_charge:R:1
Cl 2.92 -0.01 -0.08 -0.01
C 1.16 -0.02 0.40 0.51
N 0.50 1.06 0.24 -0.49
C -0.89 0.65 -0.17 -0.12
C -0.90 -0.66 -0.04 0.02
O 0.50 -1.10 0.17 -0.44
H -1.66 1.64 -0.20 0.27
H -1.62 -1.56 -0.33 0.25
```

Relative energy (zero: lowest compared OMol25 entry of this formula, charge and spin) ... 45.3 kcal per mole
LUMO level ... 0.2 eV
Frontier orbital gap ... 0.378 hartree
Calculated total energy ... -705.61184 a.u.
Total charge ... 0
SMILES ... Clc1ncco1
F_max ... 5.9 eV/Å

---

(2)
# C4H9NO2

A 2-piece molecular cluster, C4H9NO2 overall (ωB97M-V/def2-TZVPD, OMol25).

The geometry in XYZ format:
```
16
Properties=species:S:1:pos:R:3:nbo_charge:R:1
C -1.04 1.77 -0.59 -0.61
C -0.14 0.83 0.20 -0.27
C -1.45 -2.18 0.55 0.06
O -0.42 -2.76 1.10 -0.65
N 1.18 0.72 -0.42 -0.58
C 1.99 -0.33 -0.28 0.55
O 1.75 -1.36 0.34 -0.68
H -0.61 2.78 -0.67 0.20
H -2.00 1.85 -0.09 0.23
H -1.21 1.38 -1.60 0.21
H -0.03 1.17 1.23 0.19
H -2.31 -2.80 0.89 0.06
H -0.60 -0.17 0.21 0.25
H 0.39 -2.24 0.84 0.53
H 1.54 1.52 -0.93 0.40
H 2.96 -0.20 -0.79 0.12
```

Relative energy (zero: lowest compared OMol25 entry of this formula, charge and spin) ... 78.9 kcal per mole
LUMO level ... 0.8 eV
Frontier orbital gap ... 0.331 hartree
Calculated total energy ... -362.95987 a.u.
Total charge ... 0
F_max ... 0.5 eV/Å

---

(3)
# C36H36CrN4OP2S2

C36H36CrN4OP2S2 as an isolated structure in a non-equilibrium geometry (ωB97M-V/def2-TZVPD, OMol25).

The geometry in XYZ format:
```
82
Properties=species:S:1:pos:R:3:lowdin_spin:R:1
Cr -14.86 10.16 6.58 2.92
N -17.89 10.39 9.53 0.00
C -16.70 10.59 8.86 0.01
S -15.99 9.11 8.27 0.02
N -16.21 11.78 8.64 0.00
N -15.05 11.73 7.85 -0.03
C -14.23 12.74 8.01 0.03
C -12.91 12.74 7.43 0.00
C -12.12 13.92 7.62 0.01
C -10.81 13.84 7.25 -0.01
C -10.22 12.72 6.66 0.01
C -11.03 11.66 6.34 -0.01
C -12.38 11.64 6.66 0.02
O -13.12 10.64 6.31 0.04
H -18.31 9.53 9.63 0.00
H -18.34 11.19 9.96 0.00
H -14.57 13.53 8.66 0.00
H -12.59 14.82 8.01 0.00
H -10.18 14.63 7.52 0.00
H -9.13 12.66 6.47 0.00
H -10.67 10.76 5.86 0.00
C -15.88 12.78 0.45 0.00
S -17.11 11.60 -0.14 0.00
C -16.26 10.00 -0.04 0.00
C -15.82 9.68 1.39 0.00
C -16.80 9.63 2.61 0.00
N -16.16 9.80 3.94 0.01
P -14.89 8.92 4.51 0.01
C -15.31 7.14 4.30 0.00
C -15.75 6.49 5.44 0.00
C -16.09 5.14 5.35 0.00
C -15.95 4.51 4.14 0.00
C -15.54 5.18 2.98 0.00
C -15.16 6.47 3.08 0.00
C -13.35 9.31 3.64 0.00
C -13.18 10.64 3.24 0.00
C -11.95 11.06 2.81 0.00
C -10.91 10.16 2.81 0.00
C -11.04 8.88 3.35 0.00
C -12.28 8.44 3.75 0.00
P -16.74 10.78 5.22 -0.01
C -16.75 12.45 4.56 -0.01
C -17.75 12.92 3.74 0.00
C -17.60 14.15 3.16 0.00
C -16.56 14.98 3.58 0.00
C -15.61 14.52 4.48 0.00
C -15.73 13.24 5.00 0.00
C -18.46 10.40 5.60 0.00
C -19.26 11.35 6.23 0.00
C -20.43 10.96 6.85 0.00
C -20.82 9.61 6.83 0.00
C -20.03 8.68 6.23 0.00
C -18.85 9.05 5.60 0.00
H -16.20 13.68 0.00 0.00
H -14.89 12.62 0.01 0.00
H -15.78 12.95 1.54 0.00
H -15.38 10.00 -0.68 0.00
H -16.97 9.26 -0.46 0.00
H -15.03 10.43 1.63 0.00
H -15.30 8.73 1.32 0.00
H -17.40 8.68 2.56 0.00
H -17.52 10.42 2.45 0.00
H -15.79 7.02 6.40 0.00
H -16.44 4.58 6.23 0.00
H -16.23 3.44 4.11 0.00
H -15.56 4.60 2.04 0.00
H -14.64 6.96 2.28 0.00
H -13.97 11.38 3.32 0.00
H -11.89 12.06 2.39 0.00
H -9.94 10.51 2.44 0.00
H -10.24 8.16 3.38 0.00
H -12.46 7.45 4.15 0.00
H -18.67 12.33 3.52 0.00
H -18.22 14.58 2.41 0.00
H -16.39 15.94 3.03 0.00
H -14.69 15.10 4.69 0.00
H -15.02 12.95 5.74 0.00
H -19.01 12.40 6.19 0.00
H -21.07 11.58 7.45 0.00
H -21.77 9.30 7.35 0.00
H -20.39 7.68 6.16 0.00
H -18.14 8.30 5.22 0.00
```

LUMO level (spin up / spin down) ... -3.4 / -3.1 eV
Spin multiplicity ... 4
Frontier orbital gap (spin up / spin down) ... 0.262 / 0.278 hartree
Calculated total energy ... -4211.09292 a.u.
Total charge ... +1
Expectation value of S² ... 3.8246
F_max ... 3.3 eV/Å